23
Properties=species:S:1:pos:R:3:forces:R:3 method="wB97M-V/def2-TZVPD" multiplicity=1 homo_lumo_gap_ev=7.9 charge=+1 de_lowest_kj_mol=0.0 molar_mass_g_mol=208.0
N -3.90323 0.10040 0.39943 0.3 0.1 -0.1
B -2.55368 0.55935 0.54825 -0.6 -0.1 0.8
O -2.20881 1.85291 0.12193 0.1 -0.4 -0.8
B -0.88914 1.94945 -0.12712 -0.3 0.7 1.1
Cl -0.37690 2.48963 -1.76254 0.3 0.5 -0.5
O 0.01469 1.53130 0.78137 0.7 -0.5 -0.9
B -0.22078 0.15312 1.00430 0.1 0.1 0.8
C 0.97619 -0.83947 1.04788 -1.0 -0.8 0.1
C 0.51539 -2.29808 0.95461 0.6 0.3 1.2
C 1.57967 -3.30545 0.90865 -0.7 0.2 -2.5
O 0.74734 -2.88326 -0.27559 0.1 0.0 -0.1
O -1.53888 -0.22868 1.10173 0.2 0.1 -0.9
H -4.43125 0.09157 1.26143 -0.2 0.0 -0.1
H -3.95999 -0.81187 -0.03180 -0.1 -0.2 0.2
H 1.56082 -0.72291 1.95750 0.3 0.3 0.0
H 1.58560 -0.69424 0.15814 0.4 0.3 0.1
H -0.38385 -2.55758 1.49103 -0.4 0.0 -0.1
H 1.39162 -4.36283 0.91025 0.3 -0.2 1.2
H 2.57468 -2.92363 0.75455 0.4 -0.3 0.4
O 2.46967 3.02859 -2.84577 0.2 0.1 -0.1
H 3.09989 3.49643 -2.26400 0.0 0.0 0.0
H 2.36507 3.48837 -3.70156 0.0 0.0 0.0
H 1.58589 2.88688 -2.39268 -0.5 -0.2 0.3